1.
ORCA calculation (ωB97M-V/def2-TZVPD) on a structure of composition C35H40CeN4O2Si at a distorted geometry.

```
83
C35H40CeN4O2Si | OMol25 | ωB97M-V/def2-TZVPD
Ce -0.28820 -0.49167 0.02108
C -2.17478 2.00534 -0.70178
C -3.58784 1.54520 -0.44831
C -4.61534 2.32084 -0.95797
C -5.93826 1.93990 -0.83372
C -6.22067 0.72793 -0.23307
C -5.22465 -0.07018 0.30895
C -5.62281 -1.39148 0.89176
C -3.87485 0.35391 0.26166
N -2.83386 -0.41483 0.77122
C -2.96872 -1.00070 1.96467
O -3.74963 -0.72041 2.88048
C -2.05203 -2.19245 2.17327
C -2.53382 -3.25360 2.93549
C -1.76239 -4.39353 3.06296
C -0.51691 -4.43039 2.45830
C -0.08960 -3.31679 1.73807
N -0.85424 -2.23273 1.59307
C 1.26128 -3.34795 1.03880
O 2.06051 -4.24014 1.34686
N 1.41495 -2.40276 0.11766
C 2.56598 -2.45215 -0.69356
C 3.75062 -1.80110 -0.31374
C 3.83746 -1.10942 1.01439
C 4.84724 -1.82028 -1.16215
C 4.79768 -2.46577 -2.38405
C 3.63895 -3.12502 -2.75165
C 2.53001 -3.13637 -1.92146
C 1.29060 -3.86897 -2.33909
H -2.17362 3.05378 -1.00178
H -1.73188 1.42082 -1.52615
H -1.55138 1.89955 0.19411
H -4.36640 3.24420 -1.47038
H -6.73208 2.56740 -1.21814
H -7.24622 0.38457 -0.19736
H -6.61844 -1.67634 0.55215
H -5.61885 -1.33469 1.98185
H -4.91512 -2.16880 0.60304
H -3.51119 -3.15380 3.38248
H -2.12854 -5.24470 3.61943
H 0.13186 -5.29146 2.52455
H 3.04773 -0.35893 1.11560
H 4.80564 -0.62320 1.13022
H 3.70619 -1.83975 1.81308
H 5.76543 -1.33579 -0.85120
H 5.65024 -2.45276 -3.05090
H 3.59886 -3.65416 -3.69632
H 1.45762 -4.37985 -3.28626
H 0.46509 -3.16518 -2.45296
H 1.00627 -4.60401 -1.58606
N 1.37158 0.90058 -1.36365
C 2.22563 1.42637 -1.94870
C 3.21987 2.11079 -2.64732
C 2.96402 3.40971 -3.12257
C 3.94258 4.11183 -3.78742
C 5.19362 3.54383 -3.99776
C 5.45015 2.25529 -3.54348
C 4.48251 1.53639 -2.87674
H 1.99260 3.84597 -2.95835
H 3.73434 5.10938 -4.14788
H 5.96110 4.10336 -4.51192
H 6.41849 1.80700 -3.71685
H 4.67744 0.53466 -2.52878
C -2.08663 2.10747 3.10575
Si -0.29157 2.55430 2.62244
C 0.47054 3.30863 4.23121
C -0.29317 4.06578 1.41900
C 0.66258 1.14243 1.84562
H -2.56734 2.91687 3.65017
H -2.11050 1.23106 3.74819
H -2.72198 1.87809 2.25557
H -0.10475 4.15638 4.59488
H 1.48381 3.65787 4.05100
H 0.51366 2.57871 5.03397
H -0.06157 4.98325 1.95306
H -1.24909 4.22201 0.93046
H 0.45729 3.94525 0.63992
H 0.84145 0.34881 2.60030
H 1.65975 1.52208 1.55813
C -1.42377 -1.32453 -2.13450
H -2.36743 -0.79995 -2.34716
H -1.71531 -2.37165 -1.94778
H -0.85774 -1.31938 -3.07596
```

Calculated values
Total charge ... -1
Multiplicity ... 2
DFT total energy ... -2491.9889 a.u.
HOMO (spin up / spin down) ... -4.152 / -4.137 eV
Frontier orbital gap (spin up / spin down) ... 0.2079 / 0.2073 Ha
Max |F| ... 3.10 eV/Å
Energy above the lowest of the compared OMol25 structures with the same formula, charge and spin ... 10.6 kcal/mol



2.
ORCA calculation (ωB97M-V/def2-TZVPD) on a cluster of 2 separate species, C4H8O2 in total.

```
14
C4H8O2 | OMol25 | ωB97M-V/def2-TZVPD
O -0.42292 -0.05495 -0.92805
C -0.51224 -1.19166 -0.00125
C 1.01708 -1.33175 -0.09425
C 0.64861 0.15122 0.07863
O -0.86157 2.63370 -0.77773
C -0.36028 -0.21493 1.17802
H -1.10470 1.69704 -0.87061
H -1.29610 -1.92005 -0.20718
H 1.39159 -1.59664 -1.08436
H 1.54889 -1.84180 0.71309
H 1.25175 1.05285 -0.02651
H -0.13969 2.72214 -1.41164
H -1.17616 0.49900 1.30340
H 0.01571 -0.60416 2.12844
```

Calculated values
Total charge ... 0
DFT total energy ... -307.5835 a.u.
HOMO ... -10.014 eV
Frontier orbital gap ... 0.4038 Ha
Max |F| ... 0.54 eV/Å
Energy above the lowest of the compared OMol25 structures with the same formula, charge and spin ... 80.9 kcal/mol



3.
ORCA calculation (ωB97M-V/def2-TZVPD) on a structure of composition C20H44O18Tl at a distorted geometry.

```
83
C20H44O18Tl | OMol25 | ωB97M-V/def2-TZVPD
Tl 3.14943 1.37293 2.80674
C 0.28270 0.06600 -1.18565
C 1.08067 0.15267 0.08048
C 1.46007 -1.19171 0.77297
O 2.08117 -1.11205 1.83688
C 1.41336 -2.44755 0.06352
C 0.82930 -2.44333 -1.16769
C 0.26679 -1.12192 -1.81921
O -0.36417 -1.01428 -2.98886
O 0.80958 -3.61757 -1.79058
O 1.03695 1.21106 0.78767
H -0.19897 0.96491 -1.54112
H 1.80942 -3.38941 0.41343
C -4.91851 1.39954 -3.09403
C -3.66821 2.15200 -2.61887
O -3.51409 3.44516 -3.17547
O -4.67372 0.88461 -4.45245
H -5.79536 2.02704 -3.25367
H -5.15341 0.54502 -2.45943
H -2.78311 1.51769 -2.66714
H -3.63772 2.18906 -1.52992
H -3.36393 3.40050 -4.12260
H -5.18206 0.16490 -4.83351
C 1.18370 -7.12434 0.40391
C 0.17609 -6.03384 0.38039
O -1.07033 -6.46267 0.82233
O 0.98746 -8.20571 -0.44797
H 1.05948 -7.55599 1.39706
H 2.24911 -6.95769 0.24508
H -0.10437 -5.60123 -0.57997
H 0.54458 -5.26872 1.06370
H -1.30488 -7.20666 0.26280
H 1.66986 -8.86384 -0.29697
C 0.56379 3.97212 4.71981
C -0.16227 3.45811 3.46943
O -0.12747 2.08114 3.20092
O 1.93616 3.47144 4.68270
H -0.08966 4.02037 5.59089
H 0.80591 5.02758 4.59541
H 0.24383 4.06972 2.66377
H -1.20048 3.78459 3.52980
H -0.85141 1.80250 2.63536
H 2.50087 4.05405 5.19581
C -0.13627 4.51583 -1.15441
C -0.84693 5.22753 0.02431
O -0.26313 6.49479 0.33776
O 1.13401 4.07088 -0.70817
H -0.03110 5.22678 -1.97393
H -0.84990 3.74895 -1.45566
H -0.80245 4.58907 0.90662
H -1.87534 5.43325 -0.27262
H 0.60354 6.52642 0.74943
H 1.36259 3.34935 -1.29872
C -2.71609 -4.71846 -2.19852
C -3.45332 -3.65914 -3.09047
O -2.55790 -2.70385 -3.58325
O -1.74994 -5.29116 -2.98111
H -3.41557 -5.43996 -1.77631
H -2.23483 -4.17161 -1.38769
H -4.32092 -3.29510 -2.54014
H -3.69078 -4.12404 -4.04733
H -2.51855 -1.84586 -3.15442
H -1.36741 -5.95942 -2.40778
C 1.68086 -0.71307 5.62940
C 2.10697 0.58149 6.33302
O 3.34095 0.99866 5.82921
O 1.25011 -0.38692 4.41607
H 0.71127 -1.08162 5.96432
H 2.49047 -1.43791 5.71442
H 2.34132 0.53561 7.39654
H 1.29148 1.30041 6.25407
H 3.97885 0.83852 6.52852
H 0.77941 -1.08277 3.95149
C 2.56485 2.19629 -3.95595
C 3.81636 2.45428 -3.07569
O 3.85858 1.56032 -1.94373
O 1.38476 2.49185 -3.34083
H 2.64728 1.22462 -4.44292
H 2.57490 2.90400 -4.78491
H 3.61534 3.48457 -2.78209
H 4.67235 2.21895 -3.70815
H 3.72951 0.66823 -2.27405
H 0.91853 1.65407 -3.29205
```

Calculated values
Total charge ... +1
DFT total energy ... -2314.5769 a.u.
HOMO ... -11.686 eV
Frontier orbital gap ... 0.1358 Ha
Max |F| ... 7.27 eV/Å
Energy above the lowest of the compared OMol25 structures with the same formula, charge and spin ... 77.0 kcal/mol



4.
ORCA calculation (ωB97M-V/def2-TZVPD) on a cluster of 3 separate species, C28H31BBrNO13P in total at a distorted geometry.

```
76
C28H31BBrNO13P | OMol25 | ωB97M-V/def2-TZVPD
C -0.41818 -5.41588 2.52555
C -0.26664 -3.79859 2.67287
P -1.66793 -2.92348 1.76729
C -3.34852 -3.13988 2.60525
C -4.28878 -4.00276 1.59800
C -1.26055 -1.06878 1.46041
C -2.31546 -0.50865 0.39510
C -3.29503 0.64584 0.88362
O -3.05361 1.82984 0.55723
Br -4.90025 0.36052 2.05863
O -0.03491 -1.14675 0.64231
B 0.68883 0.14154 0.86283
C 2.26355 0.23826 0.43348
C 3.04047 1.51233 1.07622
C 2.75503 2.88748 0.31864
O 3.24537 3.96042 0.80285
O 2.03850 3.02586 -0.89305
O 0.43208 0.66340 2.23698
C -0.67021 -0.18456 2.65812
C -1.59937 0.57801 3.69957
C -1.71829 2.13129 3.48298
C -2.57250 2.92956 4.49905
C -3.21846 2.11281 5.65470
C -2.98325 0.58780 5.65591
N -2.20607 -0.17783 4.73829
H 0.58364 -5.90335 2.82690
H -1.23864 -5.84888 3.18837
H -0.59567 -5.73858 1.43803
H -0.29638 -3.59081 3.79840
H 0.76017 -3.56034 2.20012
H -3.17821 -3.82524 3.52289
H -3.84934 -2.18199 2.96212
H -5.27071 -4.33933 2.10501
H -4.53617 -3.44272 0.63289
H -3.77593 -4.98425 1.26749
H -2.98605 -1.40567 0.09210
H -1.85042 -0.15206 -0.59796
H 0.07580 0.95460 0.20166
H 2.34105 0.39162 -0.71216
H 2.87896 -0.69818 0.73463
H 2.80596 1.67616 2.17919
H 4.18448 1.34996 1.01158
H 1.97754 3.99522 -1.05243
H -0.13100 -0.96131 3.33239
H -1.18868 2.65127 2.61132
H -2.63976 4.05426 4.35962
H -3.82171 2.69922 6.42378
H -3.49648 0.00161 6.50484
C -0.79432 6.80598 -4.83224
C 0.03945 6.70619 -3.79491
C 0.79469 5.44977 -3.52352
O 1.56166 5.40124 -2.57808
C 0.57505 4.30820 -4.41673
C -0.26145 4.40709 -5.45205
C -0.99571 5.67192 -5.73960
O -1.73823 5.73177 -6.70557
O -0.47790 3.35518 -6.28893
O 0.23525 7.74886 -2.94225
H -1.34661 7.71231 -5.04169
H 1.11578 3.39686 -4.19790
H -1.11798 3.67895 -6.95206
H 0.88022 7.42680 -2.28193
C 4.88881 -4.12727 -2.87788
C 4.45605 -4.09315 -1.61585
C 3.10783 -3.55833 -1.27117
O 2.73826 -3.55972 -0.11263
C 2.27358 -3.04069 -2.36079
C 2.70818 -3.07183 -3.62217
C 4.04465 -3.63175 -3.96990
O 4.40188 -3.66091 -5.13693
O 1.94598 -2.59240 -4.64559
O 5.22804 -4.54666 -0.59061
H 5.86383 -4.51475 -3.14190
H 1.30438 -2.63874 -2.09427
H 2.47948 -2.72932 -5.45199
H 4.69089 -4.41459 0.21555
```

Calculated values
Total charge ... -1
DFT total energy ... -5058.5528 a.u.
HOMO ... -4.453 eV
Frontier orbital gap ... 0.1617 Ha
Max |F| ... 5.40 eV/Å



5.
ORCA calculation (ωB97M-V/def2-TZVPD) on an isolated molecule of C7H10N3OP at a distorted geometry.

```
22
C7H10N3OP | OMol25 | ωB97M-V/def2-TZVPD
C -3.30278 0.20818 -1.02397
C -4.00780 -0.02218 1.00396
C 2.65504 2.01306 0.45207
C 1.38704 1.47000 0.63703
C 2.47014 -1.08653 -1.08782
C 1.91953 -1.08996 0.34398
C 1.05069 0.05846 0.65749
N -4.60311 0.26538 -1.05002
N -5.04328 0.07064 0.17742
N -2.87763 0.01498 0.26714
O -0.99104 -1.82003 -0.07928
P -0.76124 -0.39452 0.08343
H -2.48565 0.36990 -1.83036
H -4.03745 -0.11204 2.13887
H 2.85969 3.04545 0.43492
H 3.48395 1.31422 0.60875
H 0.41637 2.11049 0.64255
H 3.52004 -1.09764 -1.13327
H 2.11774 -0.09397 -1.48026
H 2.05390 -2.01388 -1.51602
H 1.34346 -1.93913 0.64292
H 2.83240 -1.27090 1.11047
```

Calculated values
Total charge ... 0
DFT total energy ... -853.3850 a.u.
HOMO (spin up / spin down) ... -8.947 / -9.053 eV
Frontier orbital gap (spin up / spin down) ... 0.2329 / 0.2355 Ha
Max |F| ... 3.56 eV/Å
Energy above the lowest of the compared OMol25 structures with the same formula, charge and spin ... 68.2 kcal/mol



6.
ORCA calculation (ωB97M-V/def2-TZVPD) on a structure of composition C11H12Br2F8NO2Tm at a distorted geometry.

```
37
C11H12Br2F8NO2Tm | OMol25 | ωB97M-V/def2-TZVPD
O 0.88724 -2.83982 1.95821
C 1.49816 -1.78134 1.43876
O 2.22650 -1.09606 2.20740
C 1.29698 -1.50203 -0.11935
C 1.82410 -0.08164 -0.61205
C 3.40764 -0.15009 -0.91139
C 4.09724 1.27523 -0.96525
F 5.38527 1.17273 -1.54911
Br 2.91958 2.44207 -2.08713
C 4.25831 1.98463 0.45748
F 4.13282 1.07060 1.53639
F 3.26036 2.96012 0.69189
Br 6.02237 2.86909 0.70760
N -0.08894 -1.71722 -0.58461
C -1.02246 -0.63079 -0.21674
C -2.51262 -1.20218 -0.48940
C -3.59898 -0.06022 -0.64538
C -3.93559 0.70372 0.69403
F -4.47749 -0.18226 1.63372
F -2.79245 1.34719 1.24299
C -4.94597 1.89976 0.33081
F -4.28658 2.90412 -0.38417
F -5.40509 2.48541 1.51510
F -5.98044 1.43203 -0.45768
H 1.94058 -2.28219 -0.66267
H 1.54070 0.78592 0.05153
H 1.34521 0.09376 -1.63411
H 3.93976 -0.87910 -0.22982
H 3.49478 -0.58037 -1.96679
H -0.45742 -2.64402 -0.32404
H -0.89245 0.25874 -0.90467
H -0.93528 -0.28247 0.86128
H -2.75952 -1.99892 0.27317
H -2.43320 -1.73170 -1.50041
H -3.18616 0.71592 -1.36906
H -4.53825 -0.49772 -1.09829
Tm 0.78803 -4.35818 3.12840
```

Calculated values
Total charge ... +2
Multiplicity ... 3
DFT total energy ... -7662.9999 a.u.
HOMO (spin up / spin down) ... -14.745 / -14.745 eV
Frontier orbital gap (spin up / spin down) ... 0.2130 / 0.1400 Ha
Max |F| ... 5.33 eV/Å



7.
ORCA calculation (ωB97M-V/def2-TZVPD) on an isolated molecule of C4H10N2O2 at a distorted geometry.

```
18
C4H10N2O2 | OMol25 | ωB97M-V/def2-TZVPD
N -2.14164 0.10342 1.35783
C -0.95360 -0.61490 1.20338
O -0.43002 -1.15852 2.14635
C -0.24119 -0.30628 -0.06132
N 0.69153 -1.50732 -0.55600
C 0.72197 0.82799 0.00194
C 0.82852 1.63719 -1.37156
O 1.39186 0.74353 -2.27763
H -2.53762 0.55025 0.68258
H -2.35733 0.37205 2.21292
H -1.06472 -0.08193 -0.94028
H 0.20706 -2.19454 -0.05505
H 0.57134 -1.57932 -1.64596
H 0.44241 1.58169 0.69219
H 1.83255 0.49568 0.36095
H 1.25508 2.52505 -1.09603
H -0.18206 1.88343 -1.70301
H 2.15502 0.33079 -1.70552
```

Calculated values
Total charge ... 0
SMILES ... NC(=O)[C@H](N)CCO
DFT total energy ... -418.3283 a.u.
HOMO ... -9.832 eV
Frontier orbital gap ... 0.3902 Ha
Max |F| ... 6.84 eV/Å
Energy above the lowest of the compared OMol25 structures with the same formula, charge and spin ... 83.3 kcal/mol



DFT total energy of number 1 (C35H40CeN4O2Si)? -2491.9889 a.u.



Among the records above, which one has the highest max |F|? C20H44O18Tl



Which formula does entry 4 have? C28H31BBrNO13P



What is the max |F| in the fifth record? 3.56 eV/Å